{
  "formula": "C36H53BrN7O4PbSeSi",
  "method": "ωB97M-V/def2-TZVPD",
  "charge": -1,
  "e_lumo_ev": 2.205,
  "energy_ha": -7545.721950,
  "e_above_lowest_kj_mol": 120.2,
  "homo_energy_ev": -2.537,
  "homo_lumo_gap_ha": 0.1743,
  "species": ["Pb", "C", "C", "N", "C", "C", "C", "C", "C", "C", "C", "N", "C", "C", "N", "N", "H", "H", "H", "H", "H", "H", "H", "H", "H", "H", "H", "H", "H", "H", "H", "H", "H", "H", "O", "C", "O", "C", "O", "O", "C", "C", "C", "C", "N", "C", "Se", "N", "C", "C", "C", "C", "C", "C", "C", "C", "C", "C", "H", "H", "H", "H", "H", "H", "H", "H", "H", "H", "H", "H", "H", "H", "H", "H", "H", "H", "H", "H", "H", "H", "C", "Si", "C", "C", "H", "H", "H", "H", "H", "H", "H", "H", "H", "Br", "C", "C", "C", "C", "C", "N", "H", "H", "H", "H"],
  "coordinates": [[-1.5396, 0.6696, 0.6191], [0.6700, 2.9802, -1.7197], [-0.4683, 2.5080, -2.6909], [-1.1319, 1.2152, -2.4659], [-2.5451, 1.2066, -2.8001], [-3.4018, 2.2096, -2.0193], [-4.4710, 2.8542, -2.6765], [-5.1363, 3.8783, -1.9934], [-4.7826, 4.1575, -0.6707], [-3.7088, 3.4615, -0.1065], [-3.3403, 3.8597, 1.3204], [-2.0587, 3.3926, 1.7750], [-0.9253, 4.2685, 1.5333], [-0.4092, 4.2556, 0.0905], [0.3499, 3.0896, -0.3059], [-3.0761, 2.4748, -0.7545], [1.5715, 2.3788, -1.8984], [0.8767, 3.9860, -2.1383], [-1.2078, 3.3286, -2.6164], [0.0211, 2.5968, -3.6825], [-0.6464, 0.4314, -2.8920], [-2.7124, 1.4089, -3.8719], [-2.8937, 0.1712, -2.5526], [-4.7291, 2.5720, -3.6989], [-5.9100, 4.4579, -2.5073], [-5.3041, 4.9032, -0.0678], [-3.3687, 4.9546, 1.3076], [-4.1492, 3.5078, 1.9948], [-2.0721, 3.1706, 2.7692], [-1.2048, 5.3179, 1.7111], [-0.0887, 4.0273, 2.2166], [-1.2250, 4.4218, -0.6266], [0.2528, 5.1513, 0.0797], [1.1755, 2.9383, 0.2812], [2.0130, 0.9854, 3.3554], [0.8497, 0.6734, 3.0477], [-0.1728, 1.4036, 2.8843], [0.5313, -0.9804, 2.7537], [1.2223, -1.8448, 3.2939], [-0.4540, -1.1368, 1.9099], [5.0446, 0.2946, -1.8960], [5.2896, 1.3208, -0.7475], [4.1492, 1.4902, 0.2844], [3.9596, 0.3663, 1.3283], [3.6486, -1.0016, 0.8722], [2.5276, -1.3948, 0.1987], [1.3309, -0.2729, -0.6459], [2.5614, -2.7817, 0.1141], [1.4436, -3.6242, -0.3672], [1.6941, -4.3703, -1.6831], [1.7215, -3.5801, -2.9952], [2.9154, -2.6257, -3.2268], [3.7872, -3.2518, 0.5619], [4.3680, -4.5147, 0.5151], [5.7183, -4.6468, 0.8832], [6.4577, -3.5111, 1.2733], [5.8626, -2.2355, 1.2861], [4.5084, -2.1113, 0.9959], [5.8347, 0.4400, -2.6663], [4.0426, 0.4222, -2.3751], [5.1223, -0.7524, -1.5414], [5.4441, 2.3157, -1.1883], [6.2233, 1.0540, -0.2109], [3.1802, 1.7087, -0.2276], [4.3961, 2.3634, 0.9103], [3.1187, 0.6852, 2.0097], [4.8649, 0.3295, 1.9667], [0.5698, -2.9674, -0.4646], [1.2565, -4.3777, 0.4376], [0.8318, -5.0715, -1.7821], [2.6210, -4.9836, -1.5835], [0.7897, -3.0041, -3.0420], [1.7101, -4.3158, -3.8228], [2.8683, -1.7157, -2.6049], [2.9208, -2.2707, -4.2798], [3.9032, -3.0899, -3.0698], [3.7761, -5.3683, 0.2089], [6.1897, -5.6153, 0.8812], [7.4877, -3.6229, 1.5844], [6.4193, -1.3302, 1.5232], [-1.7247, -2.4366, -1.8838], [-2.8253, -1.9018, -0.4073], [-4.6853, -1.8047, -0.9500], [-2.6667, -3.0560, 1.1121], [-1.3813, -3.4913, -1.8356], [-0.7954, -1.8193, -1.8544], [-2.1922, -2.2800, -2.8796], [-4.9721, -2.5949, -1.6798], [-4.8786, -0.8190, -1.4214], [-5.3323, -1.9017, -0.0537], [-2.8508, -4.1146, 0.9033], [-3.3389, -2.6971, 1.9266], [-1.6411, -2.9924, 1.5281], [-5.5984, 0.7913, 0.7591], [-4.7121, 0.4394, 2.4587], [-5.5575, 0.0882, 3.5686], [-4.9888, -0.1028, 4.8274], [-3.5777, 0.0582, 4.9552], [-2.8296, 0.3960, 3.8459], [-3.3892, 0.5094, 2.5763], [-6.6259, -0.0628, 3.4192], [-5.5824, -0.3327, 5.6998], [-3.0593, -0.0738, 5.8842], [-1.7536, 0.5097, 3.8995]]
}

=====

{
  "formula": "C36H54BClN6O3Pt",
  "method": "ωB97M-V/def2-TZVPD",
  "multiplicity": 5,
  "charge": 2,
  "e_lumo_ev": [-4.778, -8.976],
  "energy_ha": -2562.229671,
  "homo_energy_ev": [-13.273, -13.214],
  "homo_lumo_gap_ha": [0.3122, 0.1558],
  "s2": 6.039,
  "species": ["Pt", "C", "C", "C", "C", "C", "C", "C", "C", "C", "N", "N", "B", "N", "N", "C", "C", "C", "C", "C", "C", "C", "C", "C", "N", "N", "C", "C", "C", "C", "C", "C", "C", "C", "C", "H", "H", "H", "H", "H", "H", "H", "H", "H", "H", "H", "H", "H", "H", "H", "H", "H", "H", "H", "H", "H", "H", "H", "H", "H", "H", "H", "H", "H", "H", "H", "H", "H", "H", "H", "H", "H", "H", "H", "H", "H", "H", "H", "H", "H", "H", "C", "C", "C", "C", "Cl", "C", "C", "C", "O", "C", "C", "O", "O", "H", "H", "H", "H", "H", "H", "H", "H"],
  "coordinates": [[-0.4410, -0.1285, 0.7128], [-0.8094, 2.7515, 1.9519], [-1.5337, 3.5125, 0.8507], [-0.9198, 4.9036, 0.6687], [-1.4950, 2.7728, -0.4447], [-1.9359, 3.2673, -1.6699], [-1.6252, 2.3026, -2.6248], [-2.0382, 2.4754, -4.0511], [-3.1934, 1.5230, -4.3924], [-0.9086, 2.3879, -5.0777], [-1.0085, 1.2826, -1.9866], [-0.9620, 1.5713, -0.6654], [-0.2208, 0.0534, -2.5381], [1.1805, 0.0071, -1.8609], [1.3092, 0.0387, -0.5228], [2.6064, 0.1046, -0.1879], [3.3419, 0.0972, -1.3621], [2.4208, 0.0158, -2.4055], [2.8464, -0.2544, -3.8109], [2.4736, -1.7102, -4.1194], [2.3394, 0.7186, -4.8760], [3.0960, 0.1237, 1.2221], [4.5469, 0.5982, 1.2779], [2.9388, -1.2784, 1.8229], [-0.9755, -1.2522, -2.1935], [-1.1381, -1.6040, -0.8897], [-1.7946, -2.7649, -0.8327], [-2.0938, -3.1520, -2.1341], [-1.5356, -2.1900, -2.9856], [-1.5860, -2.4632, -4.4634], [-0.8059, -3.7702, -4.7142], [-1.1605, -1.4255, -5.4893], [-2.0400, -3.6383, 0.3521], [-1.0257, -4.7898, 0.2945], [-1.9333, -2.8982, 1.6707], [-0.6348, 3.3956, 2.8112], [-1.4247, 1.9154, 2.2760], [0.1658, 2.4050, 1.5909], [-2.5855, 3.6405, 1.1342], [0.1265, 4.8205, 0.3873], [-1.4431, 5.4692, -0.0939], [-0.9885, 5.4551, 1.6011], [-2.4235, 4.2031, -1.8467], [-2.4341, 3.4965, -4.1048], [-2.9628, 0.5081, -4.0798], [-4.1067, 1.8327, -3.8918], [-3.3707, 1.5427, -5.4646], [-0.7112, 1.3635, -5.3680], [-1.1983, 2.9352, -5.9705], [0.0028, 2.8288, -4.6863], [-0.0958, 0.1539, -3.6877], [4.4062, 0.1367, -1.4621], [3.9382, -0.1763, -3.8017], [1.4139, -1.8664, -3.9384], [2.7055, -1.9476, -5.1530], [3.0346, -2.3833, -3.4750], [1.3317, 0.4813, -5.1948], [2.3586, 1.7388, -4.5030], [2.9869, 0.6628, -5.7466], [2.4616, 0.8025, 1.8045], [5.2054, -0.1163, 0.7865], [4.6591, 1.5631, 0.7862], [4.8773, 0.7001, 2.3074], [3.5975, -1.9868, 1.3263], [3.1835, -1.2579, 2.8810], [1.9037, -1.6147, 1.7140], [-2.6517, -4.0203, -2.4181], [-2.6454, -2.6887, -4.6591], [0.2471, -3.6351, -4.4841], [-1.1840, -4.5877, -4.1089], [-0.8949, -4.0500, -5.7594], [-0.0924, -1.2388, -5.4556], [-1.3874, -1.8115, -6.4807], [-1.6993, -0.4945, -5.3665], [-3.0451, -4.0624, 0.2522], [-0.0123, -4.4090, 0.4034], [-1.2155, -5.4946, 1.0997], [-1.0963, -5.3184, -0.6519], [-0.9446, -2.4183, 1.7346], [-2.7104, -2.1419, 1.7548], [-2.0300, -3.5943, 2.5006], [-0.7070, 2.7862, 7.1365], [0.1664, 1.6225, 7.4295], [1.0875, 1.6556, 8.4517], [1.8686, 0.5380, 8.7564], [3.0024, 0.5976, 10.0184], [1.7150, -0.6459, 8.0122], [0.8187, -0.6976, 6.9761], [0.0212, 0.4208, 6.6639], [-0.9235, 0.4784, 5.7368], [-1.2960, -0.5680, 4.8927], [-0.9038, -0.2638, 3.4107], [-1.8307, -0.1986, 2.5831], [0.2892, -0.1363, 3.1186], [-0.3958, 3.6575, 7.7046], [-1.7358, 2.5444, 7.4028], [-0.6969, 3.0187, 6.0746], [1.1965, 2.5522, 9.0404], [2.3005, -1.5142, 8.2666], [0.7329, -1.6128, 6.4131], [-2.3885, -0.6276, 4.9264], [-0.8531, -1.5308, 5.1576]]
}

=====

{
  "formula": "C36H54BrCsN9O2SSbSi3",
  "method": "ωB97M-V/def2-TZVPD",
  "charge": -2,
  "e_lumo_ev": 3.603,
  "energy_ha": -6148.654823,
  "e_above_lowest_kj_mol": 256.0,
  "homo_energy_ev": -1.039,
  "homo_lumo_gap_ha": 0.1706,
  "species": ["Cs", "Br", "C", "C", "C", "C", "C", "N", "C", "O", "O", "H", "H", "H", "S", "C", "N", "N", "C", "C", "C", "C", "C", "C", "N", "N", "C", "C", "C", "C", "C", "C", "H", "H", "H", "H", "H", "H", "H", "H", "H", "H", "H", "C", "C", "N", "C", "N", "C", "C", "C", "N", "C", "H", "H", "H", "H", "H", "H", "H", "H", "H", "H", "H", "H", "H", "C", "Si", "C", "C", "Sb", "Si", "C", "C", "C", "Si", "C", "C", "C", "H", "H", "H", "H", "H", "H", "H", "H", "H", "H", "H", "H", "H", "H", "H", "H", "H", "H", "H", "H", "H", "H", "H", "H", "H", "H", "H", "N", "C"],
  "coordinates": [[1.9274, -0.2464, 0.0131], [2.1244, -0.2001, 4.9180], [2.1679, 1.3943, 3.8747], [3.0243, 2.4180, 4.2542], [3.0102, 3.5624, 3.4766], [2.1633, 3.6311, 2.3813], [1.3734, 2.5324, 2.0793], [1.3738, 1.4224, 2.8318], [0.5148, 2.5117, 0.8101], [0.2121, 3.6037, 0.2981], [0.2281, 1.3609, 0.3978], [3.6745, 2.3056, 5.1090], [3.6656, 4.3896, 3.7209], [2.1050, 4.4975, 1.7384], [4.6095, -1.2007, -1.2920], [4.4231, -1.9267, 0.3039], [5.3505, -1.6554, 1.1760], [5.2302, -2.1688, 2.4593], [5.9962, -1.6596, 3.4508], [5.8115, -2.1020, 4.7784], [6.5828, -1.5981, 5.8066], [7.5693, -0.6432, 5.5678], [7.7546, -0.2051, 4.2591], [6.9929, -0.6913, 3.2112], [3.2158, -2.6481, 0.4374], [3.0555, -3.3291, 1.5318], [1.9015, -3.9374, 1.7561], [1.7307, -4.6056, 3.0018], [0.5127, -4.9718, 3.4728], [-0.6636, -4.5797, 2.7244], [-0.5883, -4.0335, 1.5053], [0.7375, -3.9211, 0.7763], [4.4535, -2.7913, 2.6502], [5.0388, -2.8357, 4.9815], [6.4069, -1.9485, 6.8184], [8.1661, -0.2451, 6.3790], [8.5109, 0.5451, 4.0507], [7.1277, -0.3443, 2.1973], [2.6250, -4.7516, 3.5992], [0.4049, -5.4467, 4.4389], [-1.6362, -4.6825, 3.1956], [-1.4778, -3.7243, 0.9682], [0.7939, -3.0052, 0.1884], [1.9655, 1.9680, -5.0676], [0.7822, 2.5515, -4.3200], [0.1101, 1.5211, -3.5582], [0.2132, 0.1668, -3.8097], [-0.3340, -0.6288, -2.9698], [-0.2660, -2.0613, -3.1937], [0.9052, -2.4667, -4.0751], [0.8818, -1.6077, -5.3282], [0.9014, -0.2072, -4.9449], [1.4790, 0.7609, -5.8496], [2.7286, 1.6426, -4.3566], [2.4021, 2.7095, -5.7397], [0.0912, 3.0008, -5.0472], [1.0930, 3.3434, -3.6381], [-0.1103, 1.7113, -2.5906], [-1.2107, -2.4007, -3.6429], [-0.1847, -2.5665, -2.2274], [0.8519, -3.5268, -4.3292], [1.8419, -2.2863, -3.5397], [-0.0052, -1.8382, -5.9369], [1.7643, -1.7975, -5.9436], [0.7579, 1.0784, -6.6201], [2.3140, 0.2789, -6.3635], [-3.4999, 4.8202, -0.2652], [-4.1593, 3.3482, -1.2444], [-5.9906, 3.1759, -0.8266], [-4.1131, 3.8586, -3.0636], [-2.5179, 1.4014, -0.9699], [-2.9055, 1.1705, 1.5558], [-2.3896, 2.7274, 2.4822], [-4.7036, 0.8344, 2.0348], [-1.8904, -0.2653, 2.1949], [-4.1280, -0.4424, -1.7287], [-4.0267, -0.4209, -3.6123], [-3.3568, -2.0508, -1.1153], [-5.9774, -0.6164, -1.3730], [-3.7243, 5.7639, -0.7708], [-2.4153, 4.7419, -0.1498], [-3.9299, 4.8548, 0.7384], [-6.5395, 4.0596, -1.1669], [-6.1421, 3.0683, 0.2492], [-6.4245, 2.2971, -1.3046], [-4.5144, 4.8685, -3.1925], [-4.6980, 3.1750, -3.6849], [-3.0877, 3.8458, -3.4394], [-3.2418, 3.3892, 2.6548], [-1.6392, 3.2934, 1.9258], [-1.9545, 2.4528, 3.4471], [-5.2908, 1.7552, 2.0552], [-4.7452, 0.3767, 3.0277], [-5.1817, 0.1531, 1.3308], [-0.8289, -0.0399, 2.0700], [-2.1025, -1.1965, 1.6640], [-2.0824, -0.4270, 3.2600], [-2.9873, -0.2964, -3.9288], [-4.6065, 0.4118, -4.0212], [-4.4160, -1.3510, -4.0375], [-2.2719, -1.9489, -1.0392], [-3.5687, -2.8820, -1.7940], [-3.7383, -2.3126, -0.1242], [-6.5633, 0.1738, -1.8453], [-6.2179, -0.6148, -0.3096], [-6.3001, -1.5753, -1.7905], [0.8589, -5.9498, -0.9064], [0.8396, -5.0486, -0.1917]]
}